1.
{"formula": "H31O16", "method": "the ωB97M-V functional and the def2-TZVPD basis", "e_tot_ha": -1222.433412, "homo_ev": -6.55, "largest_force_ha_per_bohr": 0.0469, "lumo_ev": 2.13, "charge": -1, "e_above_lowest_kj_mol": 359.1, "symbols": ["O", "H", "H", "O", "H", "H", "O", "H", "H", "O", "H", "H", "O", "H", "H", "O", "H", "H", "O", "H", "H", "O", "H", "H", "O", "H", "O", "H", "H", "O", "H", "H", "O", "H", "H", "O", "H", "H", "O", "H", "H", "O", "H", "H", "O", "H", "H"], "coordinates": [[4.20358, -0.72101, 1.44077], [4.90698, 0.29155, 3.66902], [0.63930, 2.73090, 1.21116], [-4.00785, 0.50989, -0.30630], [4.52853, -1.64335, 1.44234], [3.31539, -0.49586, 1.73970], [0.72412, -4.11500, -4.79009], [-3.10298, 0.55066, -0.64514], [2.22116, 2.33603, 1.67714], [1.39897, 2.80603, 1.77666], [-0.72480, 2.72376, 1.94782], [-4.08048, 0.00358, 0.50261], [4.17190, -0.14253, 4.10134], [-2.56131, 3.58109, 0.12816], [-1.96689, 1.60331, -4.76336], [-0.09129, -0.73673, -1.20153], [0.62036, -1.71537, -0.16426], [-1.06499, -0.65383, 1.28982], [-1.39505, 3.07217, 4.89394], [-1.20355, 2.28883, 5.40448], [-2.06370, 2.98382, 4.21142], [3.03507, -3.81835, 1.25826], [2.20409, -3.71021, 0.77096], [0.23361, -4.67475, -4.18080], [0.60810, 4.19251, -3.66078], [0.23406, 3.47131, -3.13276], [-2.80733, 3.28084, -0.75869], [3.42472, 0.41793, 4.30806], [-3.13696, 4.12644, -1.10357], [0.75589, -2.42439, 0.53936], [0.87054, -3.23388, -4.37242], [-0.02801, -2.58502, 1.06472], [-2.26403, 0.88185, -4.19516], [-2.00175, 2.05334, 1.61513], [-1.72262, -2.73333, 0.04759], [0.69331, -2.70304, -2.65261], [-0.84904, 0.43207, 0.27188], [0.76107, -0.28735, -1.23115], [-2.03909, -3.38978, 0.68084], [-1.51081, 0.69516, -3.60534], [1.35303, -2.15150, -3.09233], [-1.66182, 2.93208, 1.85785], [0.43216, 4.03457, -4.59572], [3.11010, -3.01177, 1.78231], [-1.45922, 0.19478, 1.03372], [0.17607, -1.87550, -2.26579], [-1.89204, -4.24482, 0.26803]], "forces_ev_per_a": [[1.26, 0.56, -0.84], [-0.42, 0.52, -0.19], [0.92, -0.82, -1.29], [-0.82, 0.42, -0.64], [-1.34, 0.75, 0.23], [0.25, -1.34, 0.11], [0.47, 0.17, -1.17], [-0.22, -0.34, 0.69], [-0.45, -0.61, -1.08], [-0.07, 1.46, 1.92], [-0.32, 0.23, 0.73], [0.79, -0.15, -0.08], [-0.11, -1.06, 0.76], [0.31, -0.60, 0.26], [-0.05, -0.16, 0.16], [0.14, 0.73, -0.03], [-1.08, -0.42, 0.19], [-0.22, 0.30, 0.01], [0.51, 1.19, 0.40], [-0.52, -0.45, -0.40], [0.11, -0.72, -0.04], [0.52, -0.25, 0.22], [-0.07, 0.47, 0.05], [0.18, 0.68, 0.28], [0.08, 0.10, 0.14], [0.00, 0.18, -0.48], [-0.10, 1.20, 0.02], [0.35, 0.61, -0.18], [-0.03, -0.53, -0.40], [1.13, -0.17, 0.48], [-0.85, -1.60, 0.12], [-0.24, 0.06, -0.21], [0.51, 0.10, 0.10], [-0.13, -0.07, -0.01], [-0.06, -0.11, -0.27], [-0.54, 2.00, 0.12], [-0.92, -0.84, 0.44], [0.02, 0.24, -0.28], [-0.16, 0.18, 0.25], [-0.44, -0.03, -0.17], [0.55, -0.32, 0.15], [-0.06, -0.27, -0.15], [-0.11, -0.28, 0.36], [-0.40, -0.24, -0.16], [1.14, 0.36, -0.48], [0.37, -1.19, 0.46], [0.14, 0.08, -0.12]]}

=====

2.
{"formula": "C10H20N", "method": "the ωB97M-V functional and the def2-TZVPD basis", "e_tot_ha": -447.375717, "homo_ev": -14.62, "largest_force_ha_per_bohr": 0.0774, "lumo_ev": -4.47, "charge": 1, "e_above_lowest_kj_mol": 262.9, "symbols": ["C", "C", "C", "C", "C", "C", "C", "C", "C", "C", "N", "H", "H", "H", "H", "H", "H", "H", "H", "H", "H", "H", "H", "H", "H", "H", "H", "H", "H", "H", "H"], "coordinates": [[0.05019, -1.17403, 3.14328], [0.43659, -0.42626, 2.26190], [-0.20562, -1.27478, -2.78400], [0.57273, -3.18802, -1.32958], [0.07607, 2.16114, -0.70703], [0.62449, 2.46072, 1.75022], [-1.45547, 1.50597, 1.15410], [0.59412, 0.15693, 0.92460], [0.41112, -1.65341, -1.48838], [-0.04126, 1.49159, 0.78310], [-0.34577, -1.01302, -0.34983], [-0.12484, -1.50441, 4.13364], [0.20652, -1.68170, -3.61821], [-1.18182, -1.47947, -2.62846], [-0.10670, -0.19514, -2.87739], [0.47588, -3.44995, -0.28090], [1.53918, -3.55526, -1.62404], [-0.20209, -3.69521, -1.89189], [0.13888, 1.56444, -1.57286], [0.91709, 2.77407, -0.56238], [-0.84804, 2.77297, -0.90249], [0.57637, 2.33400, 2.79120], [0.29710, 3.48618, 1.56486], [1.64992, 2.57320, 1.66035], [-1.71466, 2.52782, 1.22173], [-1.57704, 1.01970, 2.03912], [-2.20082, 1.02182, 0.48162], [1.60265, 0.10986, 0.56757], [1.41663, -1.15928, -1.34605], [-0.41377, -1.81675, 0.25926], [-1.16763, -0.69370, -0.77307]], "forces_ev_per_a": [[1.08, 1.87, -0.49], [-1.02, -1.68, -1.08], [1.48, 2.98, 2.18], [-0.69, 0.97, 0.59], [-1.66, 0.14, 2.51], [-0.11, 1.25, -0.59], [-1.92, -0.42, -2.02], [-1.02, -0.66, -0.02], [3.67, 0.29, 0.65], [0.20, 1.10, -2.62], [3.33, -0.95, 1.53], [-0.30, -0.63, 0.21], [1.07, -1.58, -2.22], [-3.56, -0.90, -0.50], [-0.16, 0.20, -0.28], [-0.05, -0.29, 0.26], [0.38, 0.11, -0.40], [-0.12, -0.22, -0.05], [0.49, -1.27, -0.69], [1.08, 1.03, -0.77], [1.01, -0.32, 0.55], [-1.05, -0.88, 1.47], [-0.50, -0.17, -0.16], [2.42, -0.22, -0.92], [-0.75, 0.97, 0.31], [-0.59, -1.00, 2.92], [0.76, 0.28, -0.08], [0.42, -0.40, -0.61], [-0.65, -0.79, -0.63], [-1.24, 0.25, 0.60], [-2.01, 0.95, 0.33]]}

=====

3.
{"formula": "C4H5N3O", "method": "the ωB97M-V functional and the def2-TZVPD basis", "e_tot_ha": -394.846156, "smiles": "[H]/N=C(\\C#C)NC(N)=O", "homo_ev": -9.92, "largest_force_ha_per_bohr": 0.0823, "lumo_ev": 0.56, "e_above_lowest_kj_mol": 318.7, "symbols": ["H", "N", "C", "C", "C", "N", "C", "N", "O", "H", "H", "H", "H"], "coordinates": [[0.90362, 3.22535, -0.31734], [1.15588, 2.19273, 0.02308], [0.28556, 1.27046, -0.08858], [-1.01949, 1.25261, -0.90074], [-1.98477, 1.09591, -1.61587], [0.57550, 0.06218, 0.68119], [0.26445, -1.32283, 0.44904], [0.83417, -2.21607, 1.32716], [-0.47352, -1.68057, -0.47258], [-2.61629, 0.91371, -2.51450], [1.11933, 0.24211, 1.57029], [0.78319, -1.86738, 2.37305], [0.36494, -3.11797, 1.38600]], "forces_ev_per_a": [[0.25, -3.36, 0.48], [-1.21, 2.28, -0.38], [-1.04, -0.83, -0.22], [1.20, -0.28, 0.70], [0.69, -0.04, -1.00], [0.46, -0.41, 1.14], [-2.23, 1.25, -2.16], [-0.08, 0.80, 4.15], [1.51, 0.56, 1.25], [0.54, 0.35, 1.63], [-0.67, -0.02, -1.94], [0.57, -0.59, -2.81], [0.01, 0.29, -0.83]]}

=====

4.
{"formula": "C17H20AuClFN3O4", "method": "the ωB97M-V functional and the def2-TZVPD basis", "e_tot_ha": -1820.679637, "homo_ev": [-7.29, -8.19], "spin_multiplicity": 3, "largest_force_ha_per_bohr": 0.0293, "lumo_ev": [-0.06, -2.33], "s2": 2.035, "symbols": ["Au", "N", "C", "C", "O", "O", "H", "H", "H", "H", "O", "C", "N", "C", "O", "C", "C", "C", "C", "N", "C", "H", "H", "H", "H", "H", "H", "H", "H", "F", "C", "C", "C", "C", "C", "C", "C", "H", "H", "H", "H", "H", "H", "Cl", "C", "H", "H"], "coordinates": [[-0.70866, -0.22643, 0.07712], [-2.95920, -0.72877, -0.83580], [-3.86978, -0.75799, 0.28629], [-3.20670, -1.33732, 1.60469], [-3.97201, -1.88441, 2.37307], [-1.97242, -1.16263, 1.73879], [-3.24035, -0.06816, -1.54757], [-2.87121, -1.64990, -1.25216], [-4.74640, -1.38649, 0.10996], [-4.19609, 0.25974, 0.51790], [3.39930, 5.41522, -2.32489], [3.77518, 5.31046, -0.98223], [3.32773, 4.01210, -0.54296], [3.67841, 3.51774, 0.66140], [4.40521, 4.12573, 1.42351], [3.10850, 2.18181, 1.02736], [3.63401, 1.54924, 2.15218], [3.09224, 0.34791, 2.57317], [2.02058, -0.17472, 1.86796], [1.51860, 0.42432, 0.79601], [2.04472, 1.56512, 0.37607], [3.55922, 6.31037, -2.63816], [3.30075, 6.09468, -0.36433], [4.86922, 5.38476, -0.84979], [2.74328, 3.52564, -1.20334], [4.45106, 2.02335, 2.67797], [3.47977, -0.16434, 3.43864], [1.53494, -1.09035, 2.17545], [1.57369, 1.99784, -0.49591], [-4.13352, -5.66389, -1.14462], [-3.08170, -4.83825, -0.99316], [-2.56496, -4.20669, -2.11866], [-1.49720, -3.34988, -1.97318], [-0.91760, -3.11490, -0.70591], [0.18692, -2.23670, -0.53956], [-1.48112, -3.77497, 0.40965], [-2.54906, -4.63043, 0.27370], [-2.99709, -4.40280, -3.08627], [-1.09275, -2.84852, -2.84044], [0.75441, -1.98284, -1.42363], [0.77983, -2.40748, 0.34683], [-1.07200, -3.57463, 1.38724], [-2.97660, -5.13086, 1.12759], [-0.54932, 2.55048, -1.64782], [-1.27578, 1.85348, -0.21838], [-2.35055, 1.91373, -0.33461], [-0.95552, 2.43064, 0.64081]], "forces_ev_per_a": [[-0.51, 0.82, -0.05], [0.27, 0.03, -0.33], [-0.03, -0.38, 1.02], [-0.88, 0.50, -1.11], [-0.51, -0.45, 0.59], [1.08, 0.02, 0.41], [0.00, -0.04, -0.10], [-0.06, 0.19, -0.06], [-0.03, 0.17, -0.05], [-0.03, -0.09, -0.03], [-0.15, -0.14, -0.34], [0.45, 0.50, 0.68], [-0.09, 0.08, -0.39], [-0.20, -0.02, -0.37], [0.16, 0.08, 0.15], [-0.07, -0.35, 0.33], [-0.07, 0.03, -0.12], [-0.01, 0.08, -0.12], [0.19, 0.01, 0.20], [-0.39, -0.18, -0.15], [0.43, 0.39, 0.06], [0.00, -0.05, 0.08], [0.15, -0.19, -0.16], [-0.33, -0.05, -0.01], [-0.02, -0.11, 0.14], [0.01, 0.02, 0.01], [0.01, -0.07, 0.09], [-0.03, -0.07, 0.06], [0.00, 0.02, 0.02], [0.24, 0.14, 0.06], [0.03, 0.09, 0.04], [-0.10, -0.11, 0.05], [0.13, -0.05, 0.15], [-0.20, -0.21, -0.03], [0.37, -0.58, -0.36], [0.10, 0.05, -0.13], [-0.18, -0.14, -0.17], [-0.10, -0.03, -0.11], [0.07, 0.05, -0.09], [0.04, 0.16, -0.09], [0.10, 0.18, 0.24], [-0.02, 0.01, 0.11], [-0.09, -0.01, 0.07], [0.16, 0.31, -0.64], [0.10, -0.34, 0.25], [-0.10, -0.21, 0.04], [0.12, -0.10, 0.18]]}

=====

5.
{"formula": "C6H15AgN3O8S2", "method": "the ωB97M-V functional and the def2-TZVPD basis", "e_tot_ha": -1946.700856, "homo_ev": -3.99, "largest_force_ha_per_bohr": 0.1006, "lumo_ev": -1.27, "charge": -1, "symbols": ["Ag", "N", "O", "O", "O", "N", "O", "O", "O", "C", "C", "N", "H", "H", "H", "C", "S", "O", "C", "H", "H", "H", "H", "H", "H", "C", "S", "O", "C", "H", "H", "H", "H", "H", "H"], "coordinates": [[-0.89991, -0.08035, 1.53287], [-0.78966, -1.17093, 7.08486], [-1.86915, -1.06375, 7.56141], [-0.39328, -0.48741, 6.13925], [-0.10838, -2.11264, 7.41930], [-3.79368, -4.14279, 1.07869], [-4.21251, -5.22849, 0.72978], [-4.06603, -3.11657, 0.55527], [-2.98349, -4.15635, 2.00383], [-6.04088, 3.18074, 5.38038], [-5.09574, 3.23074, 4.31725], [-4.34558, 3.25923, 3.45599], [-6.16680, 4.11491, 5.92770], [-5.91330, 2.35614, 6.08169], [-7.00609, 2.97590, 4.91723], [3.14971, 3.65498, -3.85685], [1.50870, 2.80017, -4.23085], [0.65057, 2.76609, -2.90474], [0.75723, 4.14908, -5.22155], [3.65843, 2.94116, -3.20896], [2.96925, 4.55618, -3.27088], [3.62575, 4.07308, -4.74380], [-0.31350, 3.99429, -5.35449], [1.40440, 4.17195, -6.09834], [0.85155, 5.08430, -4.66967], [4.91031, -3.03951, -2.04998], [3.45088, -3.62895, -1.07288], [2.77414, -2.43977, -0.43950], [2.33995, -4.33396, -2.36351], [4.48293, -2.70362, -2.99478], [5.66983, -3.80778, -2.19485], [5.39089, -2.21347, -1.52577], [1.31766, -4.51034, -2.02902], [2.69229, -5.31870, -2.67050], [2.39350, -3.75355, -3.28458]], "forces_ev_per_a": [[-0.25, -0.50, 0.34], [1.33, -1.67, -1.90], [-4.30, 1.82, 1.82], [0.42, 2.27, -1.52], [2.59, -2.26, 1.39], [2.03, -2.61, 1.91], [-1.85, -1.89, -1.56], [-1.70, 4.15, -2.58], [1.75, 0.69, 2.06], [-1.70, -0.28, 0.68], [0.71, 0.02, -0.01], [0.37, 0.05, -0.52], [0.37, 0.00, -0.10], [0.53, 0.09, -0.08], [-0.19, 0.06, -0.03], [-1.54, 0.34, 0.41], [-1.74, 0.98, 2.76], [2.23, 0.07, -2.76], [0.88, -0.05, 0.78], [0.45, 0.08, -0.56], [-0.50, -0.15, 0.33], [0.30, -0.94, -0.21], [0.31, -0.49, -0.38], [-0.58, 0.18, -0.42], [0.19, -0.04, 0.10], [-0.99, 0.07, -0.44], [-0.30, -0.31, 1.39], [0.49, -0.48, -1.05], [0.84, 0.04, -0.81], [0.44, 0.18, -0.15], [-0.38, -0.27, 0.00], [-0.43, -0.02, 0.19], [0.18, 0.59, 0.41], [0.44, -0.12, 0.36], [-0.38, 0.39, 0.14]]}

=====

6.
{"formula": "C10H20ClIN2OPSeTc", "method": "the ωB97M-V functional and the def2-TZVPD basis", "e_tot_ha": -4158.193323, "homo_ev": [-18.97, -19.13], "spin_multiplicity": 4, "largest_force_ha_per_bohr": 0.1370, "lumo_ev": [-12.52, -13.87], "charge": 3, "e_above_lowest_kj_mol": 0.0, "s2": 3.784, "symbols": ["C", "I", "H", "H", "H", "Tc", "P", "C", "C", "H", "H", "H", "C", "H", "H", "H", "H", "H", "H", "C", "O", "Cl", "C", "N", "C", "C", "N", "C", "C", "Se", "H", "H", "H", "H", "H", "H", "H", "H"], "coordinates": [[3.87187, 2.43258, 0.84153], [1.98586, 2.25033, -0.24694], [3.78015, 2.06416, 1.86082], [4.07654, 3.50921, 0.86289], [4.65915, 1.91275, 0.30430], [0.61279, 0.03468, 0.16625], [1.83834, -1.74543, -0.32473], [2.34832, -1.94601, -2.05924], [3.38487, -2.00421, 0.60585], [0.51091, -3.20712, 1.07715], [1.59923, -4.12056, -0.02774], [0.06545, -3.38929, -0.63881], [0.90266, -3.27804, 0.05862], [3.16380, -1.97964, 1.68090], [3.78229, -2.98191, 0.30977], [2.89427, -2.89309, -2.13990], [3.00160, -1.10594, -2.32390], [4.09006, -1.20264, 0.36051], [1.47697, -1.94264, -2.72535], [0.28455, 0.23170, -1.75255], [0.08112, 0.45075, -2.88650], [0.56763, -0.77824, 2.41114], [-2.82857, 1.53716, -2.18126], [-3.06907, 1.57320, -0.75216], [-3.79626, 2.53419, -0.07070], [-3.81003, 2.17270, 1.23623], [-3.08705, 1.00228, 1.35399], [-2.85474, 0.28406, 2.59376], [-2.63384, 0.62440, 0.12728], [-1.75159, -0.95665, -0.27657], [-2.62286, 0.50866, -2.50670], [-1.96541, 2.16494, -2.44617], [-3.70878, 1.91787, -2.71421], [-4.21633, 3.37401, -0.58329], [-4.24621, 2.64479, 2.08972], [-1.98719, 0.69155, 3.11321], [-3.73807, 0.38023, 3.23897], [-2.66245, -0.76481, 2.36381]], "forces_ev_per_a": [[0.56, 0.44, 0.61], [1.13, 0.63, 0.25], [-0.42, -0.12, -0.14], [-0.32, -0.20, -0.21], [-0.31, -0.13, -0.34], [-2.75, 0.62, 3.87], [2.19, -4.35, -0.83], [-0.30, 0.74, 0.02], [-0.25, 1.00, 0.43], [0.12, -0.18, -0.13], [-0.11, 0.17, -0.09], [0.18, -0.17, 0.05], [-0.51, 0.61, 0.07], [0.15, -0.10, -0.26], [-0.10, 0.18, -0.05], [-0.10, 0.16, 0.01], [0.01, -0.25, -0.12], [0.06, -0.27, 0.08], [0.26, -0.19, 0.06], [-1.19, 1.34, -6.81], [1.00, -1.10, 5.04], [0.43, 0.95, -1.64], [0.11, 0.21, -0.98], [-0.17, -0.18, 0.93], [0.73, -0.87, -0.75], [0.69, -0.91, 0.16], [-0.16, 0.52, -0.81], [-0.11, -0.30, 0.70], [-0.78, 1.59, 0.46], [0.69, -0.41, -0.08], [-0.25, 0.34, 0.16], [-0.32, -0.08, 0.14], [0.24, -0.16, 0.19], [-0.21, 0.23, -0.08], [-0.22, 0.15, 0.25], [-0.08, 0.08, -0.03], [0.28, -0.11, -0.26], [-0.17, 0.12, 0.13]]}